{
  "formula": "C5H7NO",
  "method": "the ωB97M-V functional and the def2-TZVPD basis",
  "species": ["C", "C", "C", "C", "C", "N", "O", "H", "H", "H", "H", "H", "H", "H"],
  "coordinates": [[0.248967, -1.507616, -1.046730], [0.740246, 0.894247, 2.361258], [-0.123146, 1.253220, 1.459398], [-1.017334, -0.896702, -1.591313], [0.374636, 0.578701, -0.637254], [1.005121, -0.627410, -0.518829], [-0.811706, 0.479334, -1.339105], [0.504666, -2.547212, -1.106635], [0.611278, 1.121209, 3.415688], [1.639653, 0.359395, 2.108218], [-1.068339, 1.746925, 1.470658], [-1.150757, -1.054735, -2.668166], [-1.910232, -1.263187, -1.067102], [0.956946, 1.463830, -0.840087]],
  "atomic_forces_ev_per_a": [[-2.131, -1.903, -1.033], [-0.033, 0.081, -0.118], [-0.405, 0.431, 1.914], [0.233, -0.863, 0.080], [1.496, -2.924, -3.098], [0.999, 3.910, 0.934], [0.472, 0.779, 0.842], [0.026, -0.285, 0.036], [-0.105, 0.061, 0.131], [0.318, -0.245, -0.185], [-0.467, 0.298, -0.103], [-0.089, 0.041, 0.008], [-0.049, 0.181, -0.105], [-0.265, 0.438, 0.696]],
  "mulliken_spin": [0.486, -0.097, 0.884, -0.047, 0.420, -0.056, 0.121, 0.028, 0.056, 0.030, 0.045, 0.049, 0.050, 0.030],
  "multiplicity": 3,
  "energy_ev": -8829.734,
  "homo_energy_ev": [-5.63, -10.22],
  "e_above_lowest_ev": 1.663,
  "lumo_energy_ev": [1.1, -1.3],
  "homo_lumo_gap_ev": [6.7, 8.9]
}

---

{
  "formula": "C2H22O10",
  "method": "the ωB97M-V functional and the def2-TZVPD basis",
  "species": ["O", "C", "C", "O", "H", "H", "H", "H", "H", "H", "O", "H", "H", "O", "H", "H", "O", "H", "H", "O", "H", "H", "O", "H", "H", "O", "H", "H", "O", "H", "H", "O", "H", "H"],
  "coordinates": [[-2.751132, -5.120844, -1.387513], [-1.829491, -4.226484, -0.761182], [-1.854298, -2.893355, -1.479969], [-0.949826, -1.943859, -0.925075], [-2.433671, -5.355906, -2.255851], [-2.180762, -4.114787, 0.301909], [-0.882832, -4.677728, -0.652579], [-2.824158, -2.444344, -1.521209], [-1.568369, -3.036601, -2.480762], [-0.071387, -2.267185, -1.057172], [0.722591, 0.780882, 0.392758], [0.642565, 1.528787, 0.922021], [-0.065756, 0.776476, -0.119311], [-1.638543, 0.822487, -0.733948], [-1.671816, -0.124168, -0.883913], [-1.597053, 1.266414, -1.572573], [3.480511, 2.814263, 0.896235], [3.002297, 2.231209, 1.482909], [2.939834, 3.043711, 0.133842], [0.037242, 3.098910, 1.700750], [-0.030315, 2.952045, 2.628366], [0.400383, 3.980415, 1.614542], [2.219351, -0.703036, -1.356290], [1.746872, -0.429534, -2.137721], [1.826455, -0.170445, -0.646182], [-1.963179, 0.800618, 2.044050], [-2.493793, 1.570193, 2.347687], [-1.834116, 0.892989, 1.111807], [2.345074, 1.348720, 2.845281], [1.986025, 0.576869, 2.437904], [3.108793, 1.014642, 3.342530], [1.733498, 2.779076, -1.286876], [1.251118, 1.985549, -1.025215], [1.197889, 3.244022, -1.919250]],
  "atomic_forces_ev_per_a": [[-0.076, 0.202, 0.553], [-2.358, 0.267, 1.246], [0.912, -0.030, 0.802], [-1.139, 0.465, 0.365], [0.234, -0.087, -0.363], [0.100, 0.065, -1.021], [1.527, -0.304, -0.337], [-0.713, 0.103, 0.412], [0.328, -0.460, -1.689], [1.120, -0.052, -0.013], [2.021, -2.363, -0.863], [-0.193, 2.572, 1.843], [-1.559, -0.247, -0.553], [-0.299, 0.392, 0.324], [0.138, -0.793, -0.301], [-0.169, 0.172, -0.605], [0.948, 0.763, -0.325], [-0.450, -0.117, 0.135], [-0.145, -0.277, 0.070], [-0.228, 0.225, -1.043], [-0.048, -0.361, 1.182], [0.305, 0.177, -0.137], [-0.006, -0.435, 0.203], [-0.053, 0.150, -0.460], [0.153, 0.015, 0.136], [-0.674, 0.471, 1.808], [0.587, -0.833, -0.589], [-0.088, 0.428, -0.866], [0.637, 0.329, 1.033], [-0.621, -0.986, -0.564], [-0.244, 0.263, -0.142], [0.227, 0.050, -0.121], [0.118, -0.069, 0.253], [-0.294, 0.306, -0.375]],
  "nbo_charge": [-0.713, -0.091, -0.085, -0.750, 0.463, 0.187, 0.168, 0.186, 0.153, 0.491, -1.001, 0.504, 0.482, -0.970, 0.517, 0.490, -1.001, 0.478, 0.486, -0.954, 0.486, 0.486, -0.965, 0.452, 0.494, -0.960, 0.466, 0.483, -0.944, 0.487, 0.483, -0.962, 0.483, 0.469],
  "smiles": "OCCO.O.O.O.O.O.O.O.O",
  "multiplicity": 1,
  "energy_ev": -22905.743,
  "homo_energy_ev": -9.81,
  "e_above_lowest_ev": 0.655,
  "lumo_energy_ev": 0.0,
  "homo_lumo_gap_ev": 9.8
}

---

{
  "formula": "C11H44O11",
  "method": "the ωB97M-V functional and the def2-TZVPD basis",
  "species": ["C", "O", "H", "H", "H", "H", "C", "O", "H", "H", "H", "H", "C", "O", "H", "H", "H", "H", "C", "O", "H", "H", "H", "H", "C", "O", "H", "H", "H", "H", "C", "O", "H", "H", "H", "H", "C", "O", "H", "H", "H", "H", "C", "O", "H", "H", "H", "H", "C", "O", "H", "H", "H", "H", "C", "O", "H", "H", "H", "H", "C", "O", "H", "H", "H", "H"],
  "coordinates": [[3.773490, 0.345146, 1.333614], [2.584143, 0.159592, 2.086267], [4.621682, 0.437899, 2.011658], [4.029225, -0.581059, 0.788509], [3.674926, 1.178760, 0.641164], [1.845582, 0.138828, 1.443965], [-0.747016, -0.713957, 0.368502], [0.193195, 0.247557, 0.757097], [-1.228285, -1.211153, 1.207831], [-1.636315, -0.326484, -0.155045], [-0.351651, -1.434426, -0.351134], [0.055278, 1.071718, 0.279665], [-0.255778, 2.303627, -3.652456], [-0.632760, 1.831996, -2.347989], [-0.178454, 3.390764, -3.652028], [0.733935, 1.915216, -3.893515], [-0.950016, 1.942075, -4.406208], [-1.607440, 1.720423, -2.404879], [-1.891184, -4.266529, -0.459039], [-1.476397, -4.934586, -1.623842], [-2.509245, -4.925579, 0.138327], [-1.050758, -3.911989, 0.167548], [-2.367719, -3.304739, -0.716029], [-0.911455, -4.334513, -2.128791], [1.826791, -3.639901, -0.638621], [1.067339, -3.614672, -1.815126], [1.683983, -4.557237, -0.069669], [2.913467, -3.559092, -0.801285], [1.584929, -2.806830, 0.038525], [1.146633, -2.715277, -2.174167], [0.847844, 4.692778, -1.051410], [0.691581, 3.410305, -0.370438], [-0.138633, 5.169604, -1.140837], [1.507112, 5.331809, -0.474730], [1.193261, 4.540135, -2.074799], [0.421762, 2.815979, -1.093660], [-3.316289, 2.155974, -0.345347], [-3.250280, 1.672947, -1.688478], [-2.484590, 1.781312, 0.260633], [-3.199559, 3.239727, -0.362114], [-4.264772, 1.925628, 0.137350], [-3.719279, 0.833158, -1.733269], [-3.565937, -1.039200, 2.879302], [-3.760923, -2.376677, 2.497398], [-2.528202, -0.700905, 2.794527], [-4.181987, -0.365906, 2.289161], [-3.811108, -0.905255, 3.939632], [-2.991194, -2.877402, 2.783461], [2.671011, -3.147208, 3.106210], [1.580743, -2.256400, 3.313977], [2.572151, -3.704218, 2.168009], [3.612495, -2.583813, 3.097898], [2.695653, -3.834066, 3.949871], [1.735715, -1.434328, 2.824739], [-1.077290, 4.622484, 2.390091], [0.243680, 4.082214, 2.294104], [-1.576579, 4.705305, 1.412782], [-1.698281, 3.994772, 3.026433], [-0.997803, 5.659052, 2.734050], [0.392698, 3.915211, 1.343889], [2.411411, -0.988365, -3.290557], [1.013340, -0.981053, -2.961845], [2.933458, -1.759904, -2.715733], [2.510833, -1.215181, -4.350823], [2.897289, -0.044941, -3.031991], [0.690565, -0.179153, -2.530348]],
  "atomic_forces_ev_per_a": [[0.139, -1.180, 0.101], [-0.062, 0.007, -0.450], [-0.197, 0.587, 0.126], [-0.243, 0.266, -0.277], [0.248, 0.153, 0.042], [0.105, 0.175, 0.459], [-1.495, -0.577, -0.986], [0.079, 0.348, 0.028], [0.691, -0.209, 0.312], [0.376, 0.585, 0.003], [0.327, -0.191, 0.321], [-0.022, 0.019, 0.068], [0.526, -0.138, 0.313], [-0.166, -0.133, -0.799], [-0.253, 0.074, -0.169], [0.009, -0.085, -0.008], [-0.062, 0.147, -0.096], [0.323, 0.034, 0.815], [0.781, 1.247, -0.012], [-0.161, -0.213, -0.140], [-0.283, 0.063, -0.099], [0.077, -0.549, -0.064], [-0.611, -0.441, 0.148], [0.196, -0.222, 0.290], [0.740, 0.377, 0.967], [0.053, 0.234, -0.260], [-0.335, -0.129, -0.289], [-0.128, -0.083, -0.318], [-0.186, -0.087, -0.062], [-0.362, -0.161, -0.070], [-0.922, -0.623, 0.183], [0.405, 0.750, -1.101], [0.189, 0.060, 0.161], [0.149, -0.080, -0.027], [0.398, 0.064, 0.159], [-0.329, -0.103, 0.446], [0.412, 0.398, 0.250], [-0.290, -0.140, 0.048], [-0.148, -0.198, -0.030], [-0.112, -0.030, -0.199], [-0.015, -0.111, -0.083], [0.046, 0.039, -0.040], [0.389, 0.513, 0.931], [0.106, -0.196, -0.443], [0.003, -0.111, -0.224], [-0.185, -0.189, -0.143], [-0.209, 0.105, -0.076], [-0.087, -0.076, 0.008], [-0.093, 0.755, 0.072], [-0.225, -0.333, -0.095], [0.028, -0.044, 0.080], [0.003, -0.191, -0.063], [-0.023, -0.110, -0.074], [0.369, -0.102, 0.181], [0.543, 0.325, -0.504], [-0.612, 0.146, -0.640], [0.147, -0.274, 0.023], [-0.007, 0.172, 0.243], [-0.258, -0.204, 0.424], [0.133, -0.281, 0.615], [-0.187, 0.343, 0.418], [0.031, -0.361, -0.030], [-0.137, -0.044, -0.067], [0.075, 0.137, 0.012], [-0.087, 0.043, -0.241], [0.392, 0.031, -0.069]],
  "nbo_charge": [-0.249, -0.759, 0.185, 0.151, 0.168, 0.497, -0.256, -0.746, 0.187, 0.161, 0.176, 0.493, -0.260, -0.800, 0.170, 0.178, 0.188, 0.518, -0.241, -0.731, 0.185, 0.149, 0.146, 0.486, -0.257, -0.752, 0.191, 0.155, 0.159, 0.492, -0.260, -0.780, 0.168, 0.200, 0.171, 0.501, -0.255, -0.749, 0.172, 0.189, 0.184, 0.486, -0.247, -0.721, 0.164, 0.170, 0.164, 0.472, -0.243, -0.754, 0.150, 0.163, 0.178, 0.492, -0.251, -0.745, 0.149, 0.171, 0.169, 0.492, -0.255, -0.768, 0.174, 0.186, 0.177, 0.499],
  "smiles": "CO.CO.CO.CO.CO.CO.CO.CO.CO.CO.CO",
  "multiplicity": 1,
  "energy_ev": -34638.484,
  "homo_energy_ev": -9.58,
  "e_above_lowest_ev": 1.916,
  "lumo_energy_ev": 0.1,
  "homo_lumo_gap_ev": 9.7
}